The following is a quantum chemistry calculation of a molecular structure, C30H51CeNOP3 at a distorted geometry, from the OMol25 dataset.

LUMO energy (alpha / beta), eV: -10.5 / -10.5
DFT total energy, Ha: -2801.8442
Net charge: +3

Last column: Löwdin charge in e.
Cartesian coordinates (Å):
1 Ce 0.161 0.465 -1.034  0.7851
2 P -2.480 1.566 -0.720  1.0215
3 P 1.164 -2.094 -1.980  1.0231
4 N -1.148 -0.142 -3.062  -0.2149
5 C -2.979 1.544 -2.535  -0.2588
6 H -4.077 1.496 -2.497  0.1062
7 H -2.727 2.531 -2.969  0.0942
8 C -2.528 0.372 -3.404  -0.2035
9 H -3.157 -0.499 -3.270  0.1286
10 H -2.526 0.723 -4.460  0.1544
11 C -0.845 -1.302 -3.984  -0.2051
12 H -0.862 -0.935 -5.036  0.1550
13 H -1.655 -1.992 -3.783  0.1281
14 C 0.523 -1.940 -3.745  -0.2593
15 H 1.324 -1.497 -4.369  0.0937
16 H 0.431 -2.987 -4.066  0.1063
17 C 0.989 -3.862 -1.561  -0.5344
18 C 0.997 -4.083 -0.049  -0.0955
19 H 0.964 -5.155 0.163  0.1068
20 H 0.128 -3.630 0.431  0.0464
21 H 1.898 -3.686 0.426  0.0748
22 C 3.027 -1.712 -2.189  -0.4983
23 C 3.783 -1.955 -0.867  -0.0925
24 H 4.776 -1.480 -0.960  0.1055
25 H 3.941 -3.034 -0.670  0.0938
26 H 3.272 -1.490 -0.001  0.0455
27 C -2.067 3.408 -0.434  -0.5030
28 C -1.757 3.676 1.052  -0.0871
29 H -1.356 4.702 1.128  0.1087
30 H -0.997 2.981 1.457  0.0493
31 H -2.665 3.622 1.685  0.0917
32 C -4.030 1.162 0.187  -0.5246
33 C -3.734 0.675 1.609  -0.0963
34 H -4.679 0.396 2.092  0.1088
35 H -3.267 1.456 2.221  0.0625
36 H -3.083 -0.205 1.613  0.0483
37 C -1.300 -1.244 -0.274  -0.2371
38 O -2.056 -2.089 0.012  0.1715
39 C 3.702 -2.396 -3.395  -0.0770
40 H 3.879 -3.469 -3.214  0.0783
41 H 3.140 -2.257 -4.334  0.0760
42 H 4.686 -1.915 -3.520  0.1069
43 C -3.085 4.404 -1.020  -0.0764
44 H -2.607 5.396 -0.985  0.1070
45 H -3.336 4.189 -2.072  0.0772
46 H -4.003 4.457 -0.412  0.0782
47 C -5.123 2.229 0.195  -0.0811
48 H -6.035 1.776 0.606  0.1071
49 H -4.876 3.070 0.852  0.0830
50 H -5.378 2.602 -0.802  0.0863
51 C 1.929 -4.834 -2.258  -0.0833
52 H 2.949 -4.781 -1.873  0.0811
53 H 1.591 -5.855 -2.055  0.1070
54 H 1.950 -4.733 -3.343  0.0855
55 H -0.028 -4.070 -1.921  0.1199
56 H -4.399 0.299 -0.393  0.1203
57 H 3.018 -0.614 -2.381  0.1037
58 H -1.116 3.510 -1.006  0.1013
59 H -0.678 0.543 -3.717  0.1360
60 H 0.967 1.673 -1.936  -0.1157
61 C 0.008 -1.523 2.643  -0.2364
62 P 0.621 -0.036 1.834  0.9499
63 C 0.148 1.258 3.038  -0.3661
64 C 0.934 2.405 3.214  -0.0887
65 C 0.532 3.404 4.099  -0.0387
66 C -0.669 3.284 4.809  -0.0291
67 C -1.444 2.138 4.642  -0.0510
68 C -1.041 1.120 3.781  -0.1063
69 C 2.437 -0.177 2.072  -0.3807
70 C 3.018 -1.203 2.835  -0.0656
71 C 4.405 -1.263 2.983  -0.0377
72 C 5.222 -0.296 2.415  -0.0312
73 C 4.654 0.743 1.660  -0.0412
74 C 3.266 0.790 1.486  -0.1414
75 H 0.263 -1.447 3.706  0.0863
76 H 0.478 -2.414 2.214  0.0429
77 H -1.076 -1.609 2.530  0.0467
78 H 1.870 2.503 2.668  0.0935
79 H 1.162 4.280 4.232  0.1237
80 H -0.975 4.070 5.499  0.1276
81 H -2.379 2.031 5.200  0.1278
82 H -1.641 0.216 3.704  0.0964
83 H 2.377 -1.952 3.310  0.1058
84 H 4.823 -2.082 3.579  0.1311
85 H 6.312 -0.348 2.562  0.1345
86 H 5.295 1.509 1.233  0.1227
87 H 2.849 1.617 0.879  0.1049

***

The following is a quantum chemistry calculation of a molecular structure, C30H52BrCdN3P2S at a distorted geometry, from the OMol25 dataset.

LUMO energy, eV: -6.3
DFT total energy, Ha: -5160.7154
Energy relative to the best compared isomer or geometry (same formula, charge and spin), kcal/mol: 0.00
Net charge: +2

Last column: Löwdin charge in e.
Cartesian coordinates (Å):
1 N -5.160 -1.024 2.727  0.0574
2 C -4.368 -0.086 3.259  -0.1451
3 C -3.941 1.032 2.530  -0.0295
4 C -4.378 1.195 1.191  -0.2174
5 C -5.202 0.185 0.643  -0.0099
6 C -5.580 -0.894 1.467  -0.1395
7 C -3.899 2.301 0.387  -0.0385
8 Cd 0.404 -0.141 -0.343  1.0012
9 P 2.474 0.637 -1.645  0.8604
10 C -3.920 2.323 -0.977  -0.0359
11 C -2.838 2.871 -1.761  -0.2184
12 C -2.708 2.490 -3.119  -0.0194
13 C -1.538 2.763 -3.826  -0.1156
14 C -0.507 3.466 -3.189  -0.6386
15 C -0.640 3.942 -1.881  -0.1199
16 C -1.810 3.654 -1.175  -0.0193
17 Br 1.038 3.987 -4.229  0.8525
18 H -3.513 3.150 0.959  0.1202
19 H -4.714 1.826 -1.531  0.1156
20 H -3.213 1.706 2.971  0.1003
21 H -5.496 0.198 -0.404  0.1050
22 H -4.074 -0.216 4.301  0.1004
23 H -6.245 -1.666 1.069  0.1150
24 H -3.522 1.939 -3.598  0.1236
25 H -1.920 4.015 -0.154  0.1126
26 H -1.430 2.445 -4.864  0.1137
27 H 0.156 4.530 -1.433  0.1058
28 P -0.667 -2.496 -0.766  0.8350
29 C 2.883 2.315 -0.996  -0.4137
30 C 3.607 3.307 -1.895  -0.1493
31 H 3.472 2.156 -0.074  0.0761
32 H 1.918 2.752 -0.682  0.0582
33 H 3.830 4.213 -1.312  0.0931
34 H 4.556 2.922 -2.291  0.0644
35 H 2.968 3.623 -2.731  -0.0300
36 C 1.783 0.735 -3.344  -0.4439
37 C 2.751 0.863 -4.522  -0.1424
38 H 1.077 1.581 -3.354  -0.0038
39 H 1.172 -0.180 -3.467  0.0572
40 H 2.173 1.093 -5.428  0.0814
41 H 3.485 1.669 -4.390  0.0672
42 H 3.280 -0.082 -4.702  0.0775
43 C 4.009 -0.374 -1.790  -0.3852
44 C 5.330 0.356 -2.016  -0.1295
45 H 3.845 -1.096 -2.607  0.0865
46 H 4.056 -0.957 -0.854  0.0685
47 H 6.145 -0.378 -2.025  0.0907
48 H 5.362 0.872 -2.984  0.0725
49 H 5.556 1.078 -1.223  0.0762
50 C 0.154 -3.976 -0.039  -0.3986
51 C 1.673 -4.022 -0.196  -0.1441
52 H -0.304 -4.865 -0.500  0.1064
53 H -0.114 -3.992 1.026  0.0752
54 H 2.051 -4.968 0.213  0.0888
55 H 1.982 -3.962 -1.246  0.0687
56 H 2.158 -3.208 0.357  0.0486
57 C -0.624 -2.866 -2.572  -0.4223
58 C -1.504 -1.963 -3.440  -0.1487
59 H -0.909 -3.925 -2.694  0.0995
60 H 0.435 -2.782 -2.873  0.0709
61 H -1.320 -2.190 -4.498  0.0876
62 H -2.568 -2.132 -3.239  0.0747
63 H -1.288 -0.897 -3.283  0.0464
64 C -2.442 -2.714 -0.318  -0.3960
65 C -2.722 -3.059 1.143  -0.1475
66 H -2.874 -3.477 -0.989  0.1018
67 H -2.930 -1.757 -0.572  0.0720
68 H -3.798 -3.223 1.279  0.0780
69 H -2.196 -3.964 1.467  0.0675
70 H -2.431 -2.230 1.800  0.0313
71 C -1.285 -0.733 4.914  -0.0727
72 N 0.152 -0.522 4.770  -0.1768
73 C 0.995 -1.010 5.861  -0.0248
74 C 0.683 -0.224 3.561  -0.6960
75 S -0.341 -0.105 2.177  0.5388
76 N 2.034 0.015 3.543  -0.2173
77 C 2.592 0.956 4.512  -0.0403
78 C 2.797 -0.124 2.310  -0.1011
79 H -1.475 -0.991 5.962  0.1046
80 H -1.628 -1.549 4.263  0.0865
81 H -1.829 0.181 4.654  0.0708
82 H 1.895 -1.505 5.479  0.1048
83 H 1.283 -0.201 6.548  0.1035
84 H 0.408 -1.740 6.423  0.1005
85 H 3.141 0.426 5.301  0.0943
86 H 3.301 1.609 3.995  0.0997
87 H 1.812 1.575 4.969  0.1087
88 H 2.543 -1.076 1.833  0.0629
89 H 2.578 0.699 1.615  0.0419
90 H 3.867 -0.115 2.558  0.1083

***

The following is a quantum chemistry calculation of a molecular structure, C30H52F5IO19S8 at a distorted geometry, from the OMol25 dataset.

LUMO energy, eV: -0.3
DFT total energy, Ha: -6586.1660
Net charge: 0

Last column: Löwdin charge in e.
Cartesian coordinates (Å):
1 O -1.294 1.810 0.351  0.0552
2 C -0.708 0.810 0.333  -0.8230
3 I 0.970 0.515 1.668  0.8855
4 C -1.065 -0.371 -0.630  -0.1061
5 C -1.792 -1.487 0.197  -0.2825
6 O -2.625 -0.721 1.107  -0.1795
7 S -4.152 -1.335 0.926  0.7370
8 O -5.241 -0.488 1.287  -0.1797
9 O -4.163 -2.469 1.822  -0.2632
10 O -3.962 -1.666 -0.687  -0.1422
11 C -2.760 -2.456 -0.626  -0.3114
12 S -2.171 -3.057 -2.270  0.8037
13 O -2.358 -2.076 -3.314  -0.2506
14 O -2.982 -4.209 -2.592  -0.2590
15 C -0.396 -3.633 -2.252  -0.4287
16 F -0.291 -4.559 -3.234  0.1313
17 F 0.441 -2.622 -2.573  0.1231
18 C 0.084 -4.319 -0.913  -0.5135
19 F -0.899 -4.862 -0.188  0.1835
20 F 0.772 -3.424 -0.175  0.1568
21 F 0.952 -5.304 -1.246  0.1567
22 H -1.790 0.037 -1.370  0.1413
23 H -0.126 -0.737 -1.109  0.1144
24 H -1.136 -2.142 0.810  0.1475
25 H -3.030 -3.420 -0.123  0.1440
26 C 0.649 5.802 -1.232  -0.2200
27 C 2.011 5.956 -1.919  -0.2123
28 C 3.073 5.400 -0.965  -0.2280
29 S 2.250 4.155 0.026  0.6429
30 O 2.221 4.602 1.399  -0.3264
31 O 2.742 2.847 -0.345  -0.3802
32 C 0.623 4.383 -0.678  -0.2401
33 H -0.176 5.977 -1.924  0.1142
34 H 0.564 6.524 -0.415  0.1189
35 H 2.017 5.383 -2.849  0.1079
36 H 2.220 6.996 -2.174  0.1152
37 H 3.901 4.941 -1.507  0.0440
38 H 3.450 6.170 -0.293  0.1125
39 H -0.136 4.233 0.087  0.0984
40 H 0.502 3.651 -1.478  0.1079
41 C 7.261 3.199 -4.672  -0.2206
42 C 7.931 4.574 -4.767  -0.2048
43 C 6.857 5.629 -4.481  -0.2226
44 S 5.652 4.840 -3.416  0.6767
45 O 4.400 4.737 -4.130  -0.3147
46 O 5.737 5.416 -2.098  -0.3232
47 C 6.428 3.231 -3.396  -0.2235
48 H 7.993 2.392 -4.652  0.1154
49 H 6.612 3.045 -5.539  0.1193
50 H 8.723 4.645 -4.017  0.1206
51 H 8.388 4.735 -5.743  0.1178
52 H 7.271 6.498 -3.975  0.0726
53 H 6.348 5.938 -5.395  0.1069
54 H 5.667 2.454 -3.358  0.1113
55 H 7.062 3.180 -2.510  0.1117
56 C 6.441 11.622 -6.061  -0.2214
57 C 5.171 10.863 -5.661  -0.2141
58 C 5.520 9.372 -5.622  -0.2203
59 S 7.269 9.278 -5.236  0.6596
60 O 7.961 8.720 -6.372  -0.3183
61 O 7.436 8.751 -3.904  -0.3271
62 C 7.559 11.040 -5.203  -0.2304
63 H 6.336 12.696 -5.906  0.1164
64 H 6.654 11.452 -7.119  0.1203
65 H 4.848 11.191 -4.669  0.1187
66 H 4.350 11.056 -6.352  0.1155
67 H 4.955 8.844 -4.856  0.1047
68 H 5.364 8.898 -6.591  0.1072
69 H 8.554 11.258 -5.587  0.1096
70 H 7.474 11.371 -4.167  0.1097
71 C -7.948 -5.682 4.242  -0.2302
72 C -8.065 -6.212 2.809  -0.2160
73 C -7.696 -5.064 1.865  -0.2190
74 S -6.565 -4.011 2.777  0.6940
75 O -7.199 -2.733 2.992  -0.3048
76 O -5.244 -4.121 2.206  -0.3589
77 C -6.622 -4.936 4.303  -0.2398
78 H -7.987 -6.488 4.976  0.1179
79 H -8.772 -4.996 4.450  0.1079
80 H -7.368 -7.043 2.669  0.1139
81 H -9.067 -6.588 2.598  0.1119
82 H -7.204 -5.425 0.963  0.1001
83 H -8.570 -4.469 1.598  0.1041
84 H -6.548 -4.257 5.151  0.0686
85 H -5.779 -5.631 4.302  0.1104
86 C -8.545 -1.280 9.096  -0.2212
87 C -8.478 -2.652 9.776  -0.2164
88 C -9.087 -3.673 8.810  -0.2185
89 S -8.820 -3.022 7.160  0.6943
90 O -10.099 -2.713 6.574  -0.3045
91 O -7.844 -3.839 6.476  -0.3389
92 C -8.045 -1.497 7.672  -0.2233
93 H -7.944 -0.538 9.622  0.1165
94 H -9.580 -0.927 9.079  0.1204
95 H -7.434 -2.909 9.973  0.1175
96 H -9.001 -2.655 10.732  0.1144
97 H -8.607 -4.646 8.895  0.1031
98 H -10.162 -3.775 8.961  0.1056
99 H -8.322 -0.695 6.991  0.1130
100 H -6.965 -1.650 7.654  0.1116
101 C 2.592 -8.136 -0.375  -0.2337
102 C 3.973 -7.941 -1.010  -0.2163
103 C 5.014 -8.473 -0.020  -0.2223
104 S 4.190 -9.747 0.937  0.6609
105 O 4.098 -9.307 2.306  -0.3182
106 O 4.730 -11.035 0.582  -0.3245
107 C 2.585 -9.559 0.172  -0.2317
108 H 1.789 -7.981 -1.096  0.1088
109 H 2.457 -7.421 0.441  0.1183
110 H 4.028 -8.509 -1.943  0.1180
111 H 4.161 -6.895 -1.254  0.1129
112 H 5.872 -8.906 -0.529  0.1027
113 H 5.344 -7.696 0.670  0.1049
114 H 1.802 -9.734 0.908  0.1088
115 H 2.514 -10.291 -0.634  0.1087